(w)
{
  "formula": "C4H12NS",
  "method": "wB97M-V/def2-TZVPD",
  "homo_energy_ev": -13.30,
  "total_charge": 1,
  "symbols": ["H", "H", "C", "C", "C", "H", "C", "H", "N", "H", "H", "H", "H", "H", "H", "H", "H", "S"],
  "coordinates": [[-2.54422, -0.34382, -1.19909], [2.19536, -0.67902, -1.83667], [3.40421, 0.24132, 0.90297], [2.32629, 0.09495, 0.16253], [-0.71651, -0.63804, 0.49507], [-4.59804, 1.00565, 0.73960], [2.24813, 0.28510, -1.32135], [3.42688, 0.05382, 1.96393], [-4.31097, 0.17722, 0.21838], [1.34949, -0.09327, 0.67123], [-1.09015, -1.65070, 0.56565], [4.36064, 0.43611, 0.43438], [-0.85318, -0.01712, 1.38047], [3.16486, 0.77019, -1.64476], [1.40194, 0.89611, -1.62611], [-3.42531, -0.17045, 0.54622], [-5.04652, -0.49052, 0.43246], [-1.29292, 0.12246, -0.88493]]
}

***

(x)
{
  "formula": "C4H12NS",
  "method": "wB97M-V/def2-TZVPD",
  "smiles": "C[NH2+]C(C)(C)S",
  "homo_energy_ev": -13.85,
  "total_charge": 1,
  "symbols": ["C", "H", "H", "H", "H", "H", "H", "H", "C", "H", "H", "C", "H", "N", "H", "C", "S", "H"],
  "coordinates": [[-1.59437, 0.95269, -0.04552], [-1.91536, 0.31701, -0.95990], [2.30573, 0.93685, 0.95642], [0.21010, 1.62325, 0.70503], [-2.05254, 1.96125, -0.24510], [0.11840, 1.62177, -0.88319], [-0.76098, -1.21483, -1.34425], [-1.98822, 0.68984, 0.93663], [0.67956, -0.13937, -0.03612], [0.80160, -2.00271, -1.33805], [-0.74283, -1.26371, 1.06755], [0.36389, -1.03098, -1.31722], [0.87120, -1.96388, 1.45234], [-0.09293, 1.08282, -0.08560], [0.50055, -0.28699, 2.21173], [0.28211, -0.97959, 1.24252], [2.41208, 0.20336, -0.05908], [0.60202, -0.50678, -2.25819]]
}

***

(y)
{
  "formula": "C4H12NS",
  "method": "wB97M-V/def2-TZVPD",
  "homo_energy_ev": -12.34,
  "total_charge": 1,
  "symbols": ["N", "C", "H", "H", "H", "H", "H", "H", "H", "H", "H", "C", "H", "S", "C", "H", "H", "C"],
  "coordinates": [[-1.71463, 1.28122, -0.44061], [-0.36843, -1.82165, 0.65960], [-0.78395, -1.79479, -0.35085], [-0.46219, 1.51776, -2.15822], [-1.72439, 1.60235, 0.53026], [-0.72990, -0.96740, 1.24867], [-1.65030, 0.25654, -0.38179], [1.46965, -2.91588, 0.46606], [1.48051, -1.66860, 1.71807], [-2.57175, 1.57439, -0.91022], [-0.79895, -2.68201, 1.16533], [-0.46940, 1.77849, -1.11297], [0.25479, 2.59771, 0.67492], [1.88518, -0.73895, -0.47879], [0.43620, 2.36321, -0.36818], [1.42918, 2.57042, -0.73394], [3.16603, -1.04728, -0.23762], [1.15234, -1.90551, 0.71029]]
}

***

(z)
{
  "formula": "C4H12NS",
  "method": "wB97M-V/def2-TZVPD",
  "homo_energy_ev": -13.27,
  "total_charge": 1,
  "symbols": ["C", "C", "C", "H", "H", "H", "H", "H", "H", "H", "H", "H", "H", "H", "N", "S", "H", "C"],
  "coordinates": [[1.51616, 0.55651, -0.17152], [-3.02351, 0.94440, -0.40479], [1.02747, -1.40006, 1.38492], [-3.98847, 0.51173, -0.15646], [2.57763, 0.78934, -0.18245], [-1.16340, 0.51345, -0.95029], [1.27377, 2.38969, -1.67799], [0.38760, -1.25763, -0.64492], [0.10338, -0.92520, 1.74715], [0.92252, -2.48283, 1.43924], [-2.95228, 1.94854, -0.81481], [-1.78729, -0.47473, 0.37119], [1.07114, 1.09766, 0.66854], [1.83180, -1.09669, 2.05807], [-1.95747, 0.24500, -0.32807], [0.82198, 1.13094, -1.77651], [2.07338, -1.53623, -0.50308], [1.26559, -0.95390, -0.05823]]
}

***

Which one is most stable, and which one is least stable? (x) is the most stable of them, while (w) is the least stable.

***

(w)
{
  "formula": "C4H12NS",
  "method": "wB97M-V/def2-TZVPD",
  "homo_energy_ev": -13.38,
  "total_charge": 1,
  "symbols": ["C", "H", "N", "H", "C", "S", "C", "H", "H", "H", "H", "H", "H", "H", "H", "C", "H", "H"],
  "coordinates": [[-0.49029, -1.01478, 2.02294], [1.89703, 1.13875, -2.24164], [-0.56209, 1.17390, -1.19660], [-0.33345, 0.70248, -0.27240], [1.21196, 0.51797, -2.74245], [0.97692, -0.15363, 1.40738], [-0.03905, 0.35565, -2.28582], [-1.56278, 1.27821, -1.24845], [1.15013, -0.94191, 0.33925], [1.51101, 0.03361, -3.69528], [-0.33390, -2.09822, 2.05357], [-1.98867, 0.35773, 1.15849], [-0.84134, -0.29906, -2.75290], [-2.57927, -1.32112, 1.53325], [-1.53067, -0.96669, 0.11352], [-1.73768, -0.69756, 1.17367], [-0.07865, 2.04447, -1.19419], [-0.67523, -0.65511, 3.05479]]
}

***

(x)
{
  "formula": "C4H12NS",
  "method": "wB97M-V/def2-TZVPD",
  "homo_energy_ev": -13.25,
  "total_charge": 1,
  "symbols": ["H", "H", "H", "C", "H", "H", "H", "H", "C", "H", "H", "S", "N", "H", "H", "H", "C", "C"],
  "coordinates": [[-1.24880, 0.49146, 1.36471], [0.16210, 1.00181, -2.85708], [1.64940, -1.94245, -1.42431], [1.30770, -2.08214, -0.40575], [-0.66332, 3.17581, -0.55921], [-1.94230, -1.03121, 0.78023], [0.25641, -0.40755, -0.50223], [-1.76942, -0.73808, 2.51256], [-1.30700, -0.58212, 1.54098], [0.99365, 2.68048, -0.91006], [1.54920, -2.97598, 0.15707], [-0.66475, 1.18305, -1.81729], [0.59712, -1.17541, 0.12247], [0.00057, 3.47936, -2.15964], [0.79809, -0.52251, 2.06608], [0.18156, -2.17640, 1.90048], [0.10305, -1.15969, 1.52049], [-0.00324, 2.78159, -1.32953]]
}

***

(y)
{
  "formula": "C4H12NS",
  "method": "wB97M-V/def2-TZVPD",
  "homo_energy_ev": [-13.05, -13.11],
  "total_charge": 1,
  "symbols": ["C", "C", "S", "C", "H", "H", "H", "H", "H", "C", "H", "H", "H", "H", "N", "H", "H", "H"],
  "coordinates": [[0.38976, -0.39189, 0.47294], [-3.29283, 0.16922, 1.01078], [1.79553, 0.17908, -0.53192], [1.54745, -0.84111, -1.99216], [0.56410, -1.55035, 0.55412], [-0.63151, -0.10047, 0.08102], [0.53505, -0.49920, -2.42914], [2.42901, -0.50615, -2.60865], [1.77671, 2.63260, -0.98786], [1.16346, 1.73253, -1.15901], [-4.01469, -0.65177, 0.85816], [1.06919, 1.64762, -2.17091], [1.61266, -1.86614, -1.69771], [-3.70554, 1.20340, 0.66122], [-2.33052, -0.21914, 0.11808], [-2.82910, 0.03440, 2.07332], [0.17995, 1.86672, -0.73607], [0.41259, 0.07451, 1.51535]]
}

***

(z)
{
  "formula": "C4H12NS",
  "method": "wB97M-V/def2-TZVPD",
  "smiles": "C[C@H]([NH3+])CCS",
  "homo_energy_ev": -13.04,
  "total_charge": 1,
  "symbols": ["H", "C", "H", "H", "H", "H", "H", "H", "N", "H", "C", "H", "H", "H", "C", "S", "C", "H"],
  "coordinates": [[-0.15397, -1.11802, 2.43323], [-0.57035, 1.56989, -0.78452], [-1.29817, 0.70818, 1.01970], [1.97388, -0.01335, -0.63463], [0.31676, 1.41981, 1.20571], [0.27107, 1.63869, -1.47081], [1.38547, -1.23904, 1.98983], [0.34553, -2.51655, 1.31031], [1.22862, -0.71612, -0.67328], [1.74198, -1.59658, -0.60656], [0.13896, -0.59422, 0.35078], [-2.67527, 1.59947, -1.86725], [-0.74379, -1.03819, -0.12133], [0.84261, -0.61955, -1.62488], [-0.33728, 0.86581, 0.52715], [-1.79054, 0.58357, -1.90274], [0.38970, -1.46075, 1.55251], [-1.06520, 2.52693, -0.70323]]
}

***

Which one is most stable, and which one is least stable? (z) is the most stable of them, while (y) is the least stable.

***

(w)
{
  "formula": "C5H6O2S",
  "method": "wB97M-V/def2-TZVPD",
  "homo_energy_ev": [-9.18, -9.18],
  "total_charge": 0,
  "symbols": ["S", "H", "O", "O", "C", "H", "H", "H", "C", "H", "H", "C", "C", "C"],
  "coordinates": [[1.34905, -0.26559, 0.05398], [-1.07872, -0.69612, 1.98353], [1.30547, -0.93816, -1.22404], [2.34942, -0.66061, 1.01309], [-1.77403, 0.09772, -0.02994], [0.66885, 1.87979, -0.83740], [1.51963, 2.04312, 0.72370], [-1.00390, -1.74022, -0.99352], [-1.61373, -1.43974, -0.14491], [-2.50418, -2.04230, 0.01577], [2.44582, 1.68924, -0.76487], [1.50921, 1.54791, -0.23836], [-2.16805, 1.21855, -0.47490], [-1.00485, -0.69358, 0.91787]]
}

***

(x)
{
  "formula": "C5H6O2S",
  "method": "wB97M-V/def2-TZVPD",
  "smiles": "O=C1C[C@H](C=S)[C@H]1O",
  "homo_energy_ev": -9.20,
  "total_charge": 0,
  "symbols": ["H", "C", "C", "C", "O", "S", "H", "C", "H", "H", "H", "H", "C", "O"],
  "coordinates": [[0.37571, -1.63932, 0.76299], [0.43313, -0.98751, -0.13804], [-1.62595, 0.29721, 0.87983], [-0.36476, 0.34958, -0.00468], [2.77113, -0.31618, -0.60025], [-1.53462, 0.40307, 2.49098], [-2.52207, 0.35916, 0.36649], [1.71218, -0.13539, -0.06953], [0.82858, 0.78321, 1.71539], [1.11588, 2.06857, 0.29224], [1.02105, -1.69807, -1.76890], [-0.75372, 0.73892, -0.90188], [0.88953, 0.95857, 0.55528], [0.16963, -1.80722, -1.27260]]
}

***

Which one is most stable, and which one is least stable? (x) is the most stable of them, while (w) is the least stable.